Entry 1:
Here is C26H21IrN5O4STe as an isolated structure in a non-equilibrium geometry from the OMol25 dataset. Energies are from the ωB97M-V functional and the def2-TZVPD basis.

Computed properties:
Molecular weight = 819.37 u
HOMO level = -10.112 eV
Frontier orbital gap = 5.73 eV

```
! RIJCOSX wB97M-V def2-TZVPD def2/J DEFGRID3
* xyz 1 1
Ir -0.83 0.12 -0.14
C -1.87 1.94 -2.72
C -0.40 2.18 -2.62
C 0.25 3.14 -3.39
C 1.61 3.31 -3.26
C 2.30 2.53 -2.34
C 1.60 1.58 -1.61
N 0.28 1.44 -1.74
C 2.24 0.67 -0.66
C 3.61 0.40 -0.68
C 4.12 -0.52 0.22
C 3.26 -1.16 1.09
C 1.90 -0.86 1.05
N 1.44 0.06 0.21
C 0.90 -1.55 1.89
C 1.23 -2.68 2.63
C 0.25 -3.32 3.37
C -1.02 -2.79 3.38
C -1.30 -1.65 2.61
C -2.68 -1.08 2.63
N -0.36 -1.07 1.88
H -2.18 1.92 -3.76
H -2.41 2.74 -2.21
H -2.11 0.98 -2.25
H -0.33 3.73 -4.09
H 2.14 4.04 -3.85
H 3.36 2.65 -2.20
H 4.26 0.88 -1.40
H 5.18 -0.74 0.24
H 3.65 -1.89 1.78
H 2.23 -3.08 2.60
H 0.48 -4.21 3.93
H -1.81 -3.24 3.96
H -3.03 -0.99 3.66
H -3.37 -1.76 2.12
H -2.70 -0.11 2.14
O -2.63 -5.62 -0.15
C -3.68 -4.88 -0.41
O -4.79 -5.33 -0.53
C -3.48 -3.39 -0.49
C -4.54 -2.50 -0.52
N -4.02 -1.26 -0.53
N -2.68 -1.29 -0.51
C -2.33 -2.58 -0.50
C -0.86 -2.94 -0.53
O -0.53 -4.09 -0.23
O -0.09 -2.00 -0.84
H -1.75 -5.12 -0.15
H -5.59 -2.69 -0.53
H -4.52 -0.39 -0.54
Te -1.36 2.55 1.12
C -3.31 3.10 0.67
C -3.87 4.34 0.83
C -5.21 4.42 0.42
C -5.68 3.23 -0.05
S -4.49 2.00 0.01
H -3.31 5.17 1.23
H -5.80 5.32 0.45
H -6.66 3.00 -0.41
*
```

Entry 2:
Here is C26H21N4O4PPtS2 as an isolated structure from the OMol25 dataset. Energies are from the ωB97M-V functional and the def2-TZVPD basis.

Computed properties:
Molecular weight = 743.66 u
HOMO level = -13.356 eV
Frontier orbital gap = 7.73 eV

```
! RIJCOSX wB97M-V def2-TZVPD def2/J DEFGRID3
* xyz 2 1
Pt -1.69 0.12 -0.89
N -3.53 -1.26 -4.21
C -4.66 -1.38 -3.44
C -4.32 -0.96 -2.19
N -3.00 -0.60 -2.21
C -2.54 -0.79 -3.44
C -1.15 -0.48 -3.64
N -0.50 -0.01 -2.58
C 0.80 0.18 -2.95
C 0.94 -0.17 -4.26
N -0.30 -0.58 -4.68
H -3.47 -1.50 -5.19
H -5.59 -1.74 -3.84
H -4.93 -0.90 -1.30
H 1.54 0.55 -2.26
H 1.79 -0.16 -4.91
H -0.52 -0.90 -5.61
O 0.92 0.17 2.12
C 0.79 0.81 0.96
O -0.33 0.89 0.44
C 1.98 1.46 0.47
C 3.23 1.14 1.00
C 4.39 1.76 0.54
C 4.22 2.73 -0.43
O 5.17 3.48 -1.01
C 4.50 4.40 -1.88
O 3.11 4.03 -1.89
C 2.97 3.06 -0.95
C 1.83 2.45 -0.53
H 3.31 0.38 1.77
H 5.36 1.52 0.93
H 4.91 4.30 -2.89
H 4.61 5.41 -1.49
H 0.85 2.73 -0.91
S -0.35 -0.75 2.75
P -2.11 0.39 2.54
S -3.20 0.09 0.85
C -1.70 2.10 2.88
C -0.69 2.42 3.79
C -0.42 3.75 4.06
C -1.15 4.75 3.44
C -2.16 4.43 2.53
C -2.43 3.10 2.24
C -3.04 -0.37 3.85
C -3.17 0.29 5.08
C -3.83 -0.35 6.12
C -4.34 -1.63 5.94
C -4.20 -2.28 4.73
C -3.56 -1.66 3.67
H -0.13 1.64 4.29
H 0.36 4.00 4.77
H -0.95 5.79 3.66
H -2.73 5.21 2.05
H -3.21 2.84 1.54
H -2.78 1.29 5.22
H -3.95 0.16 7.07
H -4.85 -2.12 6.76
H -4.60 -3.28 4.60
H -3.46 -2.15 2.72
*
```

Entry 3:
Here is C26H22AuClNOP as an isolated structure in a non-equilibrium geometry from the OMol25 dataset. Energies are from the ωB97M-V functional and the def2-TZVPD basis.

Computed properties:
Molecular weight = 627.86 u
HOMO level (spin up / spin down) = -13.906 / -13.959 eV
Frontier orbital gap (spin up / spin down) = 7.37 / 3.15 eV

```
! RIJCOSX wB97M-V def2-TZVPD def2/J DEFGRID3
* xyz 2 3
Au -0.51 -0.60 0.69
Cl 0.48 -2.74 0.56
C -0.66 1.31 1.08
O -0.58 2.41 1.41
P 0.05 -0.05 -1.54
C -1.47 -0.38 -2.47
C 0.53 1.60 -2.13
C 1.33 -1.13 -2.26
C 1.75 1.89 -2.76
C 2.05 3.18 -3.21
C 1.13 4.22 -3.04
C -0.09 3.95 -2.40
C -0.38 2.66 -1.95
H 2.49 1.10 -2.89
H 3.02 3.39 -3.69
H 1.36 5.23 -3.39
H -0.81 4.77 -2.24
H -1.33 2.48 -1.44
C -2.41 -1.28 -1.93
C -3.64 -1.46 -2.54
C -3.95 -0.82 -3.76
C -2.98 0.03 -4.34
C -1.74 0.26 -3.70
H -2.15 -1.79 -1.00
H -4.37 -2.12 -2.07
H -4.92 -0.98 -4.24
H -3.20 0.52 -5.30
H -1.02 0.94 -4.18
C 1.15 -1.87 -3.44
C 2.16 -2.72 -3.90
C 3.36 -2.86 -3.18
C 3.54 -2.12 -2.01
C 2.55 -1.26 -1.55
H 0.21 -1.79 -4.01
H 2.03 -3.29 -4.82
H 4.14 -3.54 -3.51
H 4.45 -2.21 -1.42
H 2.66 -0.71 -0.63
H -2.15 -1.44 1.20
H -1.45 -1.59 1.72
N -0.24 -0.44 3.33
C -0.16 -0.26 4.47
C -0.09 -0.12 5.88
C -1.27 0.08 6.62
C -1.21 0.14 8.02
C 0.03 0.02 8.67
C 1.21 -0.17 7.93
C 1.15 -0.23 6.53
H -2.23 0.14 6.10
H -2.12 0.29 8.59
H 0.07 0.01 9.77
H 2.18 -0.26 8.43
H 2.05 -0.40 5.93
*
```

Entry 4:
Here is C26H22Br2IN2O11S3V as an isolated structure from the OMol25 dataset. Energies are from the ωB97M-V functional and the def2-TZVPD basis.

Computed properties:
Molecular weight = 972.32 u
HOMO level (spin up / spin down) = -6.145 / -6.167 eV
Frontier orbital gap (spin up / spin down) = 7.52 / 7.76 eV

```
! RIJCOSX wB97M-V def2-TZVPD def2/J DEFGRID3
* xyz -1 2
V 0.15 -0.43 -0.49
C -3.30 2.85 0.32
C -2.29 2.81 1.43
C -2.34 3.75 2.49
C -1.39 3.71 3.46
C -0.35 2.76 3.39
C 0.71 2.63 4.33
Br 0.79 3.79 5.83
C 1.68 1.70 4.17
C 1.65 0.83 3.07
Br 3.02 -0.45 2.86
C 0.64 0.90 2.14
O 0.62 0.06 1.11
C -0.39 1.87 2.30
N -1.35 1.90 1.35
H -4.21 3.37 0.62
H -3.54 1.84 0.00
H -2.86 3.37 -0.54
H -3.14 4.48 2.52
H -1.41 4.42 4.29
H 2.49 1.62 4.89
O -0.39 -1.25 -2.42
C -1.52 -1.45 -2.85
C -2.75 -1.37 -2.09
C -3.95 -1.58 -2.76
C -5.13 -1.56 -2.06
C -5.15 -1.34 -0.67
C -3.97 -1.14 0.00
C -2.73 -1.14 -0.69
O -1.65 -0.96 -0.02
N -6.39 -1.78 -2.76
O -6.35 -1.96 -3.97
O -7.42 -1.76 -2.11
H -1.63 -1.74 -3.90
H -3.96 -1.77 -3.82
H -6.10 -1.34 -0.15
H -3.95 -0.97 1.06
O 3.71 -0.20 -2.85
S 2.91 0.71 -2.08
O 3.59 1.59 -1.19
O 1.83 -0.07 -1.38
C 2.04 1.72 -3.29
C 2.66 1.77 -4.54
C 2.15 2.56 -5.56
C 1.00 3.30 -5.34
C 0.37 3.24 -4.11
C 0.88 2.46 -3.08
S -0.06 2.47 -1.56
O -1.11 3.44 -1.73
O 0.86 2.67 -0.48
O -0.66 1.08 -1.53
H 3.55 1.17 -4.69
H 2.65 2.58 -6.51
H 0.59 3.91 -6.13
H -0.53 3.81 -3.92
I -0.38 -3.98 -0.02
C 0.92 -2.36 -0.43
H 1.43 -2.58 -1.36
H 1.63 -2.30 0.39
C -2.42 -2.93 3.30
S -1.21 -1.59 3.40
C 0.14 -2.52 4.14
H -2.67 -3.31 4.29
H -2.04 -3.73 2.67
H -3.32 -2.52 2.84
H 0.44 -3.34 3.48
H -0.13 -2.90 5.12
H 0.99 -1.84 4.24
*
```

no.,energy (eV)
1,-63905.7173
2,-75647.6160
3,-56340.4552
4,-259203.5832